Record 1
Molecular formula: C19H37F6N4O5S4Ti
Method: DFT, ωB97M-V/def2-TZVPD

XYZ file:
```
76
Properties=species:S:1:pos:R:3:forces:R:3
Ti -0.957058 0.901402 -0.116340 -0.275 0.506 0.082
C -2.983932 -1.153031 1.204571 -0.042 -0.020 -0.028
C -3.615421 -0.758853 -0.157763 -0.018 -0.032 0.014
N -3.234538 0.598554 -0.580481 0.087 -0.081 0.044
C -4.170065 1.654330 -0.120946 -0.016 0.076 0.002
C -3.549613 2.983378 0.344777 -0.006 -0.006 -0.009
S -1.904924 2.990209 1.107355 0.061 -0.220 -0.014
C -2.136163 2.190877 2.718765 0.005 0.044 -0.069
C -2.775805 0.815712 2.652813 -0.003 0.032 0.063
N -2.097478 -0.100505 1.718471 0.096 0.051 -0.155
H -2.390542 -2.055825 1.061881 0.015 0.009 0.014
H -3.761176 -1.398326 1.933661 -0.001 0.007 -0.002
H -4.702039 -0.876223 -0.122776 0.001 0.022 0.005
H -3.247274 -1.443667 -0.920590 -0.009 0.009 -0.010
H -3.230025 0.618285 -1.593223 0.084 0.036 0.002
H -4.791724 1.238405 0.669881 0.040 -0.012 0.016
H -4.856824 1.905069 -0.933026 -0.031 -0.039 0.013
H -4.245781 3.483887 1.019546 -0.007 0.014 -0.015
H -3.408638 3.645420 -0.508431 0.003 -0.013 0.007
H -2.720282 2.840386 3.371260 -0.002 0.004 -0.004
H -1.122904 2.135273 3.121383 -0.003 -0.012 0.008
H -3.811504 0.916885 2.338083 -0.004 -0.016 0.016
H -2.806247 0.390548 3.661892 0.003 -0.019 -0.013
H -1.309139 -0.520632 2.196345 0.027 0.022 -0.008
F 2.496362 1.099569 -4.364765 0.037 0.053 -0.017
C 1.801736 0.818954 -3.281743 -0.056 -0.024 0.121
F 0.636652 0.265666 -3.639911 0.027 -0.057 0.020
F 2.480249 -0.070807 -2.541789 -0.002 -0.001 -0.054
S 1.463808 2.323418 -2.268452 0.059 -0.030 -0.094
O 0.911615 1.771488 -1.039033 -0.211 -0.144 0.114
O 2.702971 3.005643 -2.146326 0.041 0.045 -0.023
N 0.434778 3.093863 -3.143894 0.023 0.029 0.062
S -1.118139 2.880448 -3.152470 -0.071 0.104 -0.098
O -1.627341 2.455820 -4.410866 -0.010 0.036 0.007
O -1.640702 2.197624 -1.971415 0.191 -0.241 0.139
C -1.705321 4.606752 -2.884628 0.060 -0.055 0.065
F -1.304622 5.413471 -3.845235 0.023 -0.014 -0.024
F -1.250819 5.043370 -1.708870 -0.032 0.024 -0.029
F -3.040129 4.588524 -2.844247 -0.004 0.002 -0.005
C -0.432284 -4.379722 -1.645026 -0.010 0.015 0.007
C 0.519865 -3.239825 -2.031907 0.122 -0.092 0.033
C 0.596337 -3.098444 -3.557869 -0.034 0.016 0.017
C 1.919749 -3.476020 -1.441316 -0.050 0.023 -0.018
C -0.002120 -1.991018 -1.456352 -0.118 0.098 -0.057
N -0.415995 -1.016389 -1.007894 0.058 -0.066 0.012
H -0.044002 -5.313469 -2.051198 0.001 -0.001 -0.002
H -1.427819 -4.215553 -2.057395 -0.006 -0.009 0.006
H -0.510001 -4.483867 -0.562226 -0.001 0.002 0.001
H 0.952665 -4.040893 -3.973697 -0.004 -0.004 0.004
H 1.286767 -2.310230 -3.849116 0.014 0.023 -0.004
H -0.382912 -2.881081 -3.983723 0.006 0.003 -0.011
H 2.334197 -4.388169 -1.870217 -0.006 -0.003 -0.005
H 1.871788 -3.598520 -0.358247 0.016 0.000 0.002
H 2.586276 -2.646951 -1.678811 0.010 -0.007 0.011
C 4.994928 0.351064 0.272644 -0.016 0.010 0.034
C 4.556190 0.635629 1.707545 0.031 -0.022 -0.059
C 3.124166 1.145491 1.808101 -0.145 -0.004 -0.072
S 1.915288 0.017959 1.090794 0.163 -0.151 0.081
O 0.566226 0.646326 1.448764 -0.138 -0.079 -0.079
C 2.044489 -1.396885 2.210185 0.060 0.164 -0.058
C 1.839638 -1.072890 3.682431 -0.018 -0.015 0.024
C 1.471942 -2.319952 4.480462 0.026 0.024 -0.022
H 6.050364 0.086571 0.236364 0.002 -0.004 0.008
H 4.844053 1.227966 -0.359250 -0.009 -0.004 -0.013
H 4.431232 -0.474215 -0.167896 0.011 0.001 -0.020
H 5.198151 1.403902 2.141911 -0.009 0.003 0.007
H 4.684834 -0.251410 2.333174 0.000 0.000 0.006
H 2.984719 2.053877 1.216885 0.009 0.006 0.004
H 2.805876 1.346071 2.831136 -0.008 0.007 0.003
H 3.012816 -1.861878 2.008880 0.001 -0.013 -0.001
H 1.276301 -2.081889 1.838937 -0.021 0.021 0.001
H 1.052272 -0.320048 3.774674 -0.007 -0.019 0.012
H 2.749952 -0.631421 4.091809 -0.002 0.014 -0.009
H 0.537094 -2.753987 4.119904 -0.002 -0.009 0.003
H 1.347069 -2.083233 5.535997 0.001 -0.007 0.004
H 2.247917 -3.082233 4.398113 -0.006 -0.011 0.010
```
Positions in Å, forces in eV/Å.

Its multiplicity is 3. The frontier orbital gap (spin up / spin down) is 7.3 / 10.2 eV. Its total energy is -4382.70269 Ha. The value obtained for the HOMO energy (spin up / spin down) is -9.472 / -12.365 eV. The largest force on an atom is 0.582 eV Å⁻¹. As for the net charge: +1. The calculation puts the LUMO energy (spin up / spin down) at -2.2 / -2.2 eV.

=====

Record 2
Molecular formula: C19H37N6O
Method: DFT, ωB97M-V/def2-TZVPD

XYZ file:
```
63
Properties=species:S:1:pos:R:3:forces:R:3
C -3.164656 -2.298482 3.038813 0.092 -0.821 0.361
C -2.391008 -3.486143 3.616264 0.327 0.520 0.043
C -0.972572 -3.074492 4.082475 -0.251 -0.605 -0.289
C 0.154763 -3.903353 3.430112 0.189 0.881 0.084
C 0.965170 -3.092023 2.391096 -0.187 -0.681 0.101
C 2.325524 -2.729119 2.979810 -0.026 0.456 0.093
C 3.131168 -1.860542 2.091968 0.159 -0.309 -0.327
N 3.657783 -2.298251 0.959307 0.148 0.612 -0.015
C 4.321262 -1.238814 0.429417 -0.426 -1.046 0.323
N 4.985505 -1.319163 -0.707758 -0.078 0.984 0.098
C 5.734278 -0.202656 -1.287974 0.069 -0.587 0.288
C 5.795634 -0.289186 -2.794588 0.486 0.140 0.041
C 6.195704 1.056479 -3.369490 -0.262 -0.444 -0.177
O 6.772638 -1.296778 -3.053979 -0.297 -0.049 0.055
N 4.196466 -0.167218 1.240323 0.191 0.030 -0.335
N 3.430914 -0.571729 2.307478 -0.149 -0.559 -0.137
H -2.562573 -1.810014 2.284553 0.035 0.279 -0.171
H -3.414128 -1.595858 3.823482 -0.081 0.328 -0.003
H -4.074384 -2.663017 2.574171 -0.275 0.159 -0.071
H -2.915502 -3.934348 4.453296 -0.261 -0.102 0.038
H -2.319886 -4.239368 2.839905 0.099 -0.291 -0.099
H -0.883414 -3.146610 5.160200 -0.125 -0.053 0.239
H -0.852939 -2.022682 3.845578 0.226 0.281 -0.049
H -0.224022 -4.806043 2.971923 -0.234 -0.183 -0.073
H 0.842114 -4.218367 4.208454 0.171 -0.245 0.124
H 1.126236 -3.694830 1.504308 0.113 -0.012 -0.253
H 0.410023 -2.213700 2.084062 -0.071 0.274 -0.039
H 2.206108 -2.277030 3.961579 -0.008 0.153 0.117
H 2.894965 -3.641127 3.103070 0.177 -0.228 0.118
H 4.976526 -2.209822 -1.173722 0.077 -0.184 -0.019
H 6.758700 -0.265390 -0.929783 0.243 0.176 0.041
H 5.315700 0.740005 -0.953638 -0.285 0.147 -0.058
H 4.842567 -0.609029 -3.209625 -0.315 0.059 0.050
H 7.110165 1.416169 -2.917155 0.216 0.115 0.121
H 6.351938 0.950783 -4.436780 0.074 0.096 -0.187
H 5.386726 1.759569 -3.209614 -0.072 0.309 0.005
H 6.563412 -1.688102 -3.904339 0.205 -0.130 -0.201
H 4.578841 0.754405 1.137198 -0.031 0.163 0.213
H 3.175674 0.003952 3.089823 0.112 0.312 -0.032
C -3.594578 -0.792680 -1.711465 -0.016 -0.012 0.010
C -4.952981 -0.302467 -1.224264 0.082 -0.122 -0.122
C -4.864830 1.011670 -0.440736 0.057 -0.329 0.042
C -4.033022 0.850165 0.753598 -0.064 0.153 0.182
N -3.394466 0.718762 1.700309 0.061 0.041 -0.148
H -2.926751 -1.009995 -0.875315 -0.003 0.038 0.016
H -3.703396 -1.708836 -2.291487 0.005 0.010 -0.022
H -3.115427 -0.045834 -2.348100 -0.001 0.001 -0.004
H -5.413795 -1.069974 -0.599669 -0.044 0.037 0.021
H -5.610547 -0.147625 -2.080104 -0.036 0.075 0.033
H -5.857453 1.337214 -0.130453 0.014 0.075 0.030
H -4.439152 1.794305 -1.066515 -0.057 -0.091 0.096
C -3.113074 6.374495 -3.671054 -0.010 0.000 0.037
C -3.103153 6.121058 -2.167877 0.003 0.129 -0.174
C -2.941675 4.637575 -1.813222 -0.049 0.141 0.008
C -4.044751 3.844400 -2.355806 -0.156 0.033 -0.130
N -4.937480 3.260369 -2.783841 0.173 0.078 -0.003
H -3.956255 5.878850 -4.153135 0.008 -0.037 0.007
H -3.198293 7.440559 -3.877115 0.019 0.005 -0.006
H -2.194075 6.013840 -4.137083 0.000 0.000 -0.012
H -4.027474 6.498700 -1.728535 0.004 -0.035 0.058
H -2.282665 6.675733 -1.710193 0.007 -0.058 0.069
H -2.922626 4.502121 -0.730882 0.010 -0.054 0.007
H -2.006412 4.246847 -2.216846 0.017 -0.019 -0.011
```
Positions in Å, forces in eV/Å.

The frontier orbital gap is 10.2 eV. Its total energy is -1149.69921 Ha. The value obtained for the HOMO energy is -12.875 eV. The largest force on an atom is 1.175 eV Å⁻¹. As for the net charge: +1. The calculation puts the LUMO energy at -2.6 eV.

=====

Record 3
Molecular formula: C19H38I2N3O5S2
Method: DFT, ωB97M-V/def2-TZVPD

XYZ file:
```
69
Properties=species:S:1:pos:R:3:forces:R:3
C -2.689666 -0.387830 4.784520 -0.071 0.125 -0.014
C -2.251798 -0.078839 3.358380 0.156 -0.117 0.024
C -2.530765 -1.202863 2.361427 -0.312 0.049 0.201
C -2.169938 -2.586352 2.883404 0.256 0.037 -0.032
N -1.732551 -0.878071 1.154080 -0.065 0.094 -0.085
C -1.829105 -1.378973 -0.029367 -0.052 -0.085 -0.102
N -2.851777 -2.311034 -0.246697 0.301 -0.151 -0.127
C -2.475463 -3.606395 -0.846262 -0.261 0.086 -0.136
C -3.760451 -4.382636 -1.126396 0.942 -0.829 0.198
C -4.675670 -4.665802 -0.030190 -1.537 1.710 -0.792
O -4.942722 -3.666112 -1.125141 -0.057 -0.098 0.152
N -1.009133 -0.953171 -1.082458 -0.064 0.177 0.246
I -0.751503 1.113342 -1.162289 -0.003 -0.095 0.216
C 0.229424 -1.776396 -1.251212 0.061 0.220 -0.189
I 1.213921 -1.091618 -3.015013 -0.057 -0.265 0.074
C 1.183027 -1.803208 -0.045949 0.142 -0.163 -0.068
C 1.442093 -3.226261 0.453454 -0.086 -0.048 -0.063
H -2.683653 0.526972 5.373000 0.042 0.016 0.033
H -2.009195 -1.082082 5.272564 -0.025 -0.095 -0.012
H -3.700586 -0.796262 4.822582 -0.028 -0.017 -0.007
H -1.172082 0.097348 3.347849 -0.060 0.098 0.167
H -2.736425 0.837922 3.014595 -0.010 -0.004 -0.097
H -3.582626 -1.188042 2.077354 0.026 -0.064 -0.194
H -2.109054 -3.311399 2.073799 -0.103 -0.026 -0.003
H -1.212084 -2.570405 3.405997 0.038 0.019 -0.024
H -2.929495 -2.917323 3.586580 -0.023 -0.022 0.043
H -1.041695 -0.142091 1.282172 0.066 -0.030 0.024
H -3.512741 -1.880246 -0.895506 -0.141 0.014 0.130
H -1.859945 -4.156663 -0.133349 0.092 -0.047 -0.097
H -1.936166 -3.492722 -1.789266 0.034 0.052 0.012
H -3.644246 -5.140073 -1.905753 -0.063 0.178 0.076
H -4.612624 -4.089438 0.883668 0.369 -0.450 0.273
H -5.463053 -5.400038 -0.111728 0.452 -0.544 0.260
H -0.092840 -2.778314 -1.516181 -0.135 -0.035 0.171
H 2.130609 -1.349645 -0.324800 -0.009 0.098 -0.008
H 0.788144 -1.196215 0.768230 0.004 0.091 0.034
H 1.469142 -3.928627 -0.381140 0.071 -0.016 -0.019
H 2.401850 -3.295421 0.960153 -0.020 0.025 0.101
H 0.669665 -3.564515 1.146852 -0.038 -0.012 -0.014
C 3.631149 1.809998 -7.573717 -0.034 -0.007 0.012
C 2.451182 2.753729 -7.843292 -0.002 -0.007 0.026
C 1.497101 2.643145 -6.648171 0.003 0.065 -0.117
S 2.525849 2.211952 -5.236939 -0.051 -0.019 0.109
O 2.143199 0.894121 -4.769386 0.133 0.118 -0.321
O 2.570000 3.289831 -4.284476 0.004 0.016 -0.003
C 4.064910 2.078768 -6.136560 0.061 0.006 -0.078
H 4.451882 1.976900 -8.268740 -0.004 0.001 -0.008
H 3.311573 0.770999 -7.676217 0.013 -0.007 0.004
H 2.813436 3.778958 -7.933530 0.012 -0.001 0.015
H 1.938640 2.503793 -8.770281 0.001 0.011 -0.007
H 0.984386 3.571901 -6.410875 -0.014 -0.013 0.026
H 0.772774 1.840032 -6.769266 0.026 -0.036 0.042
H 4.660642 1.288908 -5.685475 -0.029 0.002 0.049
H 4.573610 3.037346 -6.035129 -0.005 0.002 0.001
C 2.841775 3.600108 4.006770 -0.038 -0.008 -0.025
C 1.627009 4.521701 3.830480 -0.003 -0.024 0.010
C 0.386400 3.626179 3.734691 0.033 0.112 -0.021
S 0.774232 2.142634 4.680199 -0.041 0.001 0.071
O 0.798832 1.005722 3.781798 0.091 0.017 -0.167
O -0.045604 2.067643 5.860373 -0.031 -0.013 -0.009
C 2.454531 2.596938 5.087757 0.085 0.033 0.001
H 3.734387 4.155405 4.288385 0.001 0.005 -0.005
H 3.054392 3.075844 3.072694 0.012 -0.008 0.005
H 1.538858 5.182440 4.694136 0.002 -0.013 0.013
H 1.721124 5.148938 2.945941 -0.001 0.012 0.005
H -0.506480 4.070134 4.167973 -0.019 -0.032 -0.002
H 0.185533 3.308866 2.712743 0.020 -0.054 0.009
H 3.058951 1.693311 5.109069 -0.042 -0.030 0.008
H 2.426901 3.053255 6.077083 -0.013 -0.004 0.003
```
Positions in Å, forces in eV/Å.

The frontier orbital gap is 7.6 eV. Its total energy is -2678.66283 Ha. The value obtained for the HOMO energy is -11.473 eV. The largest force on an atom is 2.432 eV Å⁻¹. As for the net charge: +1. The calculation puts the LUMO energy at -3.8 eV.